1.
DFT (the ωB97M-V functional and the def2-TZVPD basis) results for a molecular structure, C17H12AsBr2NO6ReS4 in a non-equilibrium geometry.

Last column: Mulliken spin population.
Positions of all 44 atoms, in Å:
Re (-1.03, 0.30, -0.92)  0.8748
O (1.72, -1.35, 2.08)  0.0007
C (1.46, -0.91, 0.97)  -0.0038
O (0.49, -0.14, 0.70)  -0.0090
C (2.44, -1.22, -0.19)  0.0055
C (2.84, 0.13, -0.83)  -0.0034
C (4.08, -0.06, -1.73)  0.0026
C (3.45, -0.79, -2.93)  -0.0059
C (1.98, -0.86, -2.49)  -0.0008
O (1.81, 0.35, -1.77)  0.0269
C (1.83, -1.95, -1.41)  0.0052
C (0.37, -2.46, -1.23)  0.0074
O (0.22, -3.63, -0.94)  0.0045
O (-0.61, -1.66, -1.47)  0.0211
H (3.29, -1.76, 0.23)  -0.0001
H (2.90, 0.96, -0.13)  -0.0006
H (4.47, 0.92, -2.02)  0.0002
H (4.87, -0.62, -1.23)  -0.0006
H (3.56, -0.20, -3.84)  0.0002
H (3.88, -1.78, -3.09)  0.0001
H (1.26, -0.91, -3.31)  0.0026
H (2.40, -2.84, -1.67)  -0.0002
Br (0.44, 4.16, 1.85)  0.0011
C (-0.71, 2.76, 2.39)  0.0074
C (-1.04, 2.60, 3.73)  -0.0053
C (-1.89, 1.58, 4.11)  0.0092
Br (-2.38, 1.48, 5.95)  0.0002
C (-2.37, 0.63, 3.20)  -0.0074
C (-3.24, -0.44, 3.48)  0.0138
C (-3.52, -1.36, 2.50)  -0.0080
C (-2.92, -1.23, 1.24)  0.0108
N (-2.16, -0.20, 0.94)  -0.0014
C (-1.92, 0.74, 1.86)  -0.0049
C (-1.18, 1.89, 1.40)  -0.0060
O (-0.99, 2.07, 0.14)  -0.0235
H (-0.63, 3.28, 4.46)  -0.0003
H (-3.68, -0.53, 4.47)  0.0012
H (-4.19, -2.19, 2.68)  0.0002
H (-3.07, -1.97, 0.46)  0.0039
S (-3.30, 3.44, -3.78)  -0.0010
As (-2.49, 1.50, -3.64)  0.0065
S (-3.21, 0.37, -1.84)  -0.0196
S (-0.37, 1.40, -2.91)  0.0992
S (-2.86, 0.51, -5.46)  -0.0033

Calculated values
- Gap between HOMO and LUMO (alpha / beta): 5.161 / 5.162 eV
- Calculated total energy: -277999.108 eV
- Total charge: -2
- HOMO (alpha / beta): -1.55 / -1.55 eV
- Spin multiplicity: 2

2.
DFT (the ωB97M-V functional and the def2-TZVPD basis) results for 3 unconnected molecules or ions with the total composition C5H11Cl4NO2 in a non-equilibrium geometry.

Last column: Mulliken spin population.
Positions of all 23 atoms, in Å:
C (-1.78, -0.97, -1.56)  -0.3576
N (-2.55, -0.85, -0.28)  0.4663
O (-3.73, -0.70, -0.37)  0.2736
O (-1.90, -0.89, 0.74)  0.1738
H (-1.65, 0.10, -1.69)  0.3070
H (-2.47, -1.37, -2.30)  0.0144
H (-0.83, -1.50, -1.47)  0.0074
Cl (2.31, 2.59, -0.51)  -0.0050
C (1.23, 3.61, -1.64)  0.0241
C (-0.30, 3.31, -1.56)  0.1206
Cl (-1.16, 4.82, -2.08)  0.0144
H (1.63, 3.47, -2.64)  0.0009
H (1.37, 4.69, -1.50)  -0.0071
H (-0.74, 3.02, -0.60)  -0.0395
H (-0.59, 2.58, -2.32)  -0.0076
Cl (-0.28, -3.90, 3.31)  0.0034
C (0.78, -2.97, 2.14)  0.0131
C (2.11, -2.49, 2.79)  0.0003
Cl (3.10, -1.76, 1.58)  0.0013
H (0.13, -2.17, 1.80)  0.0065
H (0.84, -3.68, 1.32)  -0.0099
H (2.62, -3.25, 3.39)  0.0007
H (1.87, -1.68, 3.47)  -0.0008

Calculated values
- Gap between HOMO and LUMO (alpha / beta): 2.708 / 7.309 eV
- Calculated total energy: -61034.885 eV
- Total charge: -1
- HOMO (alpha / beta): 0.10 / -4.53 eV
- Spin multiplicity: 2

3.
DFT (the ωB97M-V functional and the def2-TZVPD basis) results for a molecular structure, C34H26B3FO7 in a non-equilibrium geometry.

Last column: Mulliken charge in e.
Positions of all 71 atoms, in Å:
C (5.94, -0.36, -0.05)  -0.0096
C (5.08, -0.57, -0.90)  -0.5266
C (4.02, -0.32, -2.03)  -0.3103
B (2.81, 0.61, -1.50)  0.5151
O (2.54, 1.90, -2.09)  -0.4342
B (1.12, 2.05, -1.88)  0.6983
O (0.34, 0.86, -2.18)  -0.3841
B (0.63, -0.02, -1.10)  -0.0479
C (-0.31, -1.19, -0.54)  -0.7509
C (-1.83, -1.12, -0.99)  0.6541
C (-2.48, 0.32, -0.95)  -1.1033
F (-1.98, -1.79, -2.26)  -0.3771
O (1.91, 0.19, -0.45)  -0.2891
H (6.67, -0.13, 0.78)  0.3463
H (4.51, 0.18, -2.92)  0.2206
H (3.65, -1.33, -2.41)  0.3131
H (0.66, 3.04, -1.45)  -0.1069
H (0.12, -2.18, -0.93)  0.2755
H (-0.29, -1.30, 0.59)  0.3255
H (-2.41, -1.76, -0.24)  0.2224
H (-1.96, 1.02, -0.22)  0.2358
H (-2.48, 0.78, -1.99)  0.2476
H (-3.57, 0.25, -0.62)  0.3574
C (-4.44, -7.93, 3.05)  -0.4783
C (-4.51, -9.20, 2.48)  -0.4606
C (-4.02, -9.42, 1.20)  -0.5259
C (-3.47, -8.37, 0.48)  0.1348
C (-3.42, -7.09, 1.04)  0.1010
C (-3.90, -6.88, 2.33)  -0.4700
C (-2.88, -5.95, 0.26)  0.4755
O (-2.83, -4.83, 0.75)  -0.6794
C (-2.41, -6.19, -1.13)  0.0408
C (-1.95, -5.12, -1.89)  -0.5469
C (-1.49, -5.33, -3.18)  -0.4939
C (-1.48, -6.62, -3.72)  -0.5039
C (-1.94, -7.69, -2.96)  -0.6652
C (-2.41, -7.47, -1.67)  0.4626
C (-2.93, -8.62, -0.88)  0.5801
O (-2.93, -9.74, -1.35)  -0.6693
H (-4.81, -7.76, 4.05)  0.3942
H (-4.95, -10.02, 3.04)  0.3966
H (-4.08, -10.41, 0.77)  0.4598
H (-3.85, -5.89, 2.77)  0.4591
H (-1.96, -4.11, -1.48)  0.6028
H (-1.15, -4.49, -3.78)  0.4780
H (-1.12, -6.78, -4.72)  0.3832
H (-1.93, -8.69, -3.38)  0.4752
C (0.21, 7.96, 4.65)  -0.4473
C (-0.65, 7.04, 4.06)  -0.4832
C (-0.34, 6.50, 2.82)  -0.5148
C (0.83, 6.88, 2.17)  0.1896
C (1.68, 7.82, 2.75)  0.1727
C (1.37, 8.35, 4.00)  -0.5784
C (2.90, 8.28, 2.04)  0.5527
O (3.64, 9.10, 2.55)  -0.6695
C (3.20, 7.72, 0.70)  0.3663
C (4.31, 8.18, 0.00)  -0.6503
C (4.61, 7.66, -1.25)  -0.4211
C (3.80, 6.67, -1.81)  -0.6140
C (2.68, 6.22, -1.11)  -0.5193
C (2.38, 6.75, 0.14)  0.2497
C (1.17, 6.28, 0.85)  0.5138
O (0.46, 5.42, 0.37)  -0.6982
H (-0.03, 8.38, 5.62)  0.3977
H (-1.56, 6.75, 4.56)  0.3970
H (-1.00, 5.77, 2.37)  0.4700
H (2.03, 9.08, 4.47)  0.4626
H (4.95, 8.95, 0.43)  0.4662
H (5.47, 8.03, -1.80)  0.3937
H (4.03, 6.26, -2.78)  0.4187
H (2.06, 5.45, -1.55)  0.5235

Calculated values
- Gap between HOMO and LUMO: 8.701 eV
- Calculated total energy: -54764.025 eV
- Total charge: 0
- HOMO: -9.74 eV

4.
DFT (the ωB97M-V functional and the def2-TZVPD basis) results for a single C23H28ClN3O molecule.

Last column: Mulliken charge in e.
Positions of all 56 atoms, in Å:
C (2.71, 1.48, -2.84)  -1.9490
C (2.35, 0.27, -2.03)  0.6136
C (1.89, -0.86, -2.68)  -0.4075
C (1.61, -2.04, -2.02)  -0.7195
C (1.84, -2.08, -0.66)  0.4129
Cl (1.54, -3.55, 0.22)  -0.2080
C (2.29, -0.97, 0.03)  -1.2173
C (2.52, 0.23, -0.63)  1.0349
N (2.98, 1.38, 0.04)  -0.0568
C (3.60, 1.22, 1.34)  -0.9525
C (2.57, 1.22, 2.49)  -0.8816
N (1.25, 1.14, 1.91)  0.6663
C (0.18, 0.86, 2.84)  -1.1567
C (-1.07, 0.41, 2.05)  0.6833
O (-2.16, 0.91, 2.23)  -0.6668
N (-0.77, -0.58, 1.19)  0.1407
C (-1.64, -1.13, 0.15)  0.6532
C (-2.69, -2.09, 0.72)  -1.4942
C (-3.95, -1.36, 1.16)  -0.7413
C (-4.58, -0.67, -0.05)  -1.2987
C (-3.60, 0.24, -0.73)  0.8292
C (-4.06, 1.32, -1.47)  -0.9031
C (-3.18, 2.16, -2.13)  -0.7184
C (-1.82, 1.91, -2.07)  -0.9141
C (-1.35, 0.84, -1.34)  -0.0372
C (-2.23, 0.00, -0.66)  -0.0637
C (0.97, 2.33, 1.12)  -0.8820
C (2.08, 2.52, 0.07)  -0.5571
H (3.46, 2.08, -2.32)  0.3431
H (3.12, 1.17, -3.80)  0.5372
H (1.84, 2.10, -3.04)  0.2342
H (1.75, -0.81, -3.75)  0.4505
H (1.25, -2.90, -2.55)  0.4717
H (2.45, -1.05, 1.10)  0.5181
H (4.30, 2.05, 1.46)  0.4419
H (4.19, 0.30, 1.33)  0.4534
H (2.72, 0.36, 3.15)  0.3795
H (2.69, 2.13, 3.11)  0.4119
H (0.48, 0.04, 3.50)  0.3939
H (-0.10, 1.72, 3.46)  0.2798
H (0.21, -0.80, 1.11)  -0.0672
H (-0.97, -1.70, -0.50)  0.0600
H (-2.95, -2.81, -0.06)  0.4099
H (-2.25, -2.63, 1.56)  0.4558
H (-4.66, -2.06, 1.60)  0.4682
H (-3.70, -0.61, 1.90)  0.2700
H (-5.46, -0.09, 0.26)  0.4396
H (-4.92, -1.42, -0.76)  0.3750
H (-5.12, 1.51, -1.52)  0.4283
H (-3.56, 3.00, -2.70)  0.3937
H (-1.13, 2.55, -2.59)  0.4191
H (-0.29, 0.63, -1.30)  0.9832
H (0.00, 2.19, 0.64)  0.3490
H (0.90, 3.23, 1.77)  0.3397
H (2.69, 3.40, 0.31)  0.3575
H (1.64, 2.67, -0.91)  0.1943

Calculated values
- Gap between HOMO and LUMO: 8.974 eV
- Calculated total energy: -43346.810 eV
- Relative energy (zero: lowest compared OMol25 entry of this formula, charge and spin): 0.1424 eV
- Total charge: 0
- HOMO: -8.25 eV
- SMILES string: Cc1ccc(Cl)cc1N1CCN(CC(=O)N[C@H]2CCCc3ccccc32)CC1